1.
This record from OMol25 describes a molecular structure, C29H40N4PtS2Si2Te. The level of theory is the ωB97M-V functional and the def2-TZVPD basis.

```
79
Properties=species:S:1:pos:R:3:forces:R:3
Pt -1.995 -1.272 -0.513 0.02 0.29 0.09
Te 1.529 -0.970 -0.454 0.05 0.09 -0.05
S -2.423 -1.701 -2.688 -0.12 0.07 -0.10
S -2.492 -4.337 -3.979 0.17 0.16 0.11
Si 4.388 -2.744 -0.346 0.00 -0.02 -0.01
Si 2.268 2.214 0.500 0.04 -0.02 -0.01
N -1.898 -4.063 -1.434 0.11 0.12 0.10
N -1.735 -3.209 -0.368 -0.13 0.01 -0.08
N -1.503 -1.420 1.516 -0.02 0.03 -0.05
N -2.344 0.680 -0.468 -0.27 -0.37 0.30
C -3.695 3.738 -1.909 0.01 0.02 0.03
C -1.083 -3.052 3.198 0.03 0.10 0.07
C 3.384 2.397 -0.993 -0.02 0.01 -0.01
C -1.342 -2.712 1.884 0.03 -0.11 -0.17
C 4.460 -2.443 1.502 0.01 0.00 0.00
C -1.127 -0.719 3.744 0.01 0.07 -0.04
C -4.125 3.540 3.250 0.01 0.01 0.00
C -0.978 -2.034 4.140 0.00 -0.10 -0.02
C 3.502 -1.346 -1.227 0.00 -0.02 0.02
C 2.954 3.228 1.922 0.01 0.01 0.00
C 2.233 0.413 1.038 0.02 -0.07 0.06
C 0.544 2.793 0.098 -0.04 -0.01 0.03
C -4.507 2.257 2.874 0.01 -0.01 0.01
C -4.086 1.734 1.661 -0.01 -0.01 0.00
C -2.779 1.846 -0.475 0.30 0.15 -0.20
C -2.775 2.712 -1.716 -0.01 -0.06 -0.02
C 3.468 -4.337 -0.695 -0.01 0.00 0.00
C 6.141 -2.878 -1.003 0.01 0.00 0.00
C -1.901 3.120 -3.929 0.00 0.00 0.00
C -3.294 2.487 0.798 -0.10 -0.04 -0.02
C -2.213 -3.406 -2.516 -0.07 -0.32 -0.21
C -2.825 4.141 -4.115 -0.01 0.00 0.00
C -2.927 3.775 1.176 0.03 0.00 0.00
C -1.545 -5.831 -3.619 -0.10 -0.05 0.01
C -1.398 -0.446 2.409 -0.03 -0.02 0.07
C -1.884 2.408 -2.742 0.00 0.00 -0.01
C -3.330 4.295 2.399 0.00 -0.01 0.00
C -3.725 4.444 -3.105 0.02 0.01 -0.02
C -1.467 -3.686 0.795 0.11 0.08 0.11
H -4.456 5.231 -3.247 0.00 0.00 0.00
H -1.188 1.590 -2.594 0.00 -0.01 0.00
H -4.365 0.731 1.359 0.01 0.00 0.01
H 6.151 -3.036 -2.083 -0.01 0.00 0.00
H -4.402 3.981 -1.126 -0.01 -0.01 -0.01
H 3.388 3.435 -1.335 0.01 0.00 0.00
H 3.035 1.777 -1.823 -0.01 0.00 0.00
H -0.967 -4.090 3.476 0.00 -0.01 -0.01
H -1.198 2.876 -4.716 0.00 0.00 0.00
H -1.044 0.097 4.448 0.00 0.00 0.00
H 6.708 -1.968 -0.794 0.00 0.00 -0.01
H 4.033 -0.394 -1.189 0.01 -0.01 0.00
H 0.560 3.810 -0.302 -0.01 -0.01 -0.01
H -3.027 5.295 2.686 0.00 0.00 0.00
H -2.848 4.692 -5.047 0.00 0.01 0.00
H -0.492 -5.588 -3.498 -0.01 0.00 0.03
H -0.097 2.795 0.984 0.02 0.01 0.02
H 0.069 2.147 -0.641 0.00 0.00 -0.04
H -1.671 -6.480 -4.484 -0.01 0.02 -0.02
H -1.555 0.553 2.020 -0.02 0.01 0.01
H -2.308 4.368 0.513 -0.02 0.01 -0.01
H 6.670 -3.713 -0.539 0.00 0.00 0.00
H 2.329 3.126 2.813 0.00 0.00 0.00
H 2.985 4.288 1.661 0.00 0.00 0.00
H -1.924 -6.324 -2.730 0.01 0.00 0.00
H 3.230 0.052 1.299 -0.01 0.03 0.04
H 3.968 2.921 2.187 0.00 -0.01 0.00
H -5.137 1.667 3.529 0.00 0.00 -0.01
H 3.464 -4.559 -1.765 0.00 0.00 0.00
H 3.463 -2.298 1.923 0.00 -0.01 0.00
H 2.430 -4.270 -0.361 0.00 0.00 0.00
H 3.364 -1.591 -2.283 0.02 0.01 -0.01
H -0.784 -2.277 5.177 0.02 0.01 0.00
H 4.915 -3.303 2.001 0.00 0.00 0.00
H 1.612 0.276 1.927 -0.03 -0.01 -0.02
H -1.345 -4.751 0.944 0.01 0.00 -0.01
H 3.934 -5.182 -0.182 0.01 0.00 0.00
H 5.066 -1.566 1.743 -0.01 0.00 0.00
H -4.450 3.949 4.198 0.00 0.00 0.00
H 4.416 2.119 -0.765 0.00 -0.01 0.01
```
Positions in Å, forces in eV/Å.

Values from the calculation:
DFT total energy, eV: -84649.8537
Maximum force, hartree/bohr: 0.011
Kohn-Sham gap, eV: 5.6
Lowest unoccupied orbital energy, hartree: -0.0432
Energy relative to the best compared isomer or geometry (same formula, charge and spin), eV: 0.6682

2.
This record from OMol25 describes a molecular structure, C41H43BCl5N10O2S2Ta in a non-equilibrium geometry. The level of theory is the ωB97M-V functional and the def2-TZVPD basis.

```
105
Properties=species:S:1:pos:R:3:forces:R:3
Ta 0.373 0.596 -0.650 2.47 0.55 1.25
Cl -2.285 1.527 -5.768 -0.05 0.08 -0.06
Cl -2.509 4.586 -5.344 -0.03 0.04 -0.05
Cl -0.928 5.951 -3.082 -0.05 0.04 -0.04
Cl -0.583 -0.150 -3.952 0.09 0.01 0.16
Cl 0.645 4.389 -1.091 0.09 -0.39 -0.06
S 2.470 -0.942 -1.601 -0.34 0.41 -0.03
S -1.810 -1.011 -0.744 -0.84 0.06 -0.38
O -2.571 -0.104 -1.556 -0.22 -0.28 -0.12
O -0.350 -1.156 -1.251 -0.75 -0.18 -0.36
N 1.522 -0.131 1.231 -0.20 0.22 -0.13
N 2.916 2.296 0.156 -0.16 0.02 -0.04
N 2.295 0.729 1.949 -0.16 0.06 -0.03
N -0.075 2.164 0.720 -0.37 -0.17 -0.45
N -0.720 0.749 3.202 0.13 -0.16 0.09
N 2.258 1.756 -0.912 -0.33 -0.26 -0.04
N -1.403 -0.384 0.634 0.37 0.17 0.44
N 1.827 -2.867 -3.441 0.10 0.12 -0.27
N 0.875 2.717 1.531 -0.18 -0.02 0.01
N 1.820 -3.553 -1.376 -0.03 -0.29 0.04
C -2.259 -4.964 -1.052 0.00 -0.04 -0.01
C -1.313 1.294 5.472 0.18 0.12 0.09
C -0.424 1.246 4.378 0.03 -0.13 -0.18
C 0.323 3.693 2.249 0.05 0.18 0.13
C -1.680 -3.719 -0.869 -0.21 0.03 0.12
C -4.609 -0.632 2.573 -0.07 -0.07 -0.20
C -2.570 0.813 5.294 -0.21 -0.04 -0.01
C 4.037 2.892 -0.249 0.19 0.19 0.11
C -4.261 -6.454 -1.456 0.04 0.13 -0.01
C -4.418 -3.944 -1.340 -0.10 -0.17 -0.02
C 3.742 0.802 3.980 -0.10 0.03 -0.05
C 2.074 -2.069 -4.638 -0.05 -0.10 0.10
C 4.121 2.744 -1.624 0.13 0.08 -0.19
C 1.562 -1.308 1.886 0.00 0.06 0.03
C 1.992 -2.503 -2.181 -0.15 -0.19 -0.22
C -3.869 -2.693 -1.163 0.00 0.05 -0.10
C 1.661 -4.814 -2.119 0.02 0.27 0.03
C 1.088 4.516 3.232 -0.03 -0.05 -0.02
C -1.530 2.268 -4.420 -0.10 -0.12 -0.13
C 2.637 1.721 -3.436 0.06 0.12 0.13
C -1.245 2.839 0.931 0.16 -0.10 -0.01
C -0.918 4.243 -3.203 0.06 0.01 0.13
C -1.615 3.642 -4.247 -0.06 0.13 -0.08
C -3.655 -0.655 1.536 0.08 -0.01 -0.06
C 2.375 -1.184 3.006 0.03 -0.34 0.14
C 4.980 3.584 0.685 -0.09 -0.04 -0.06
C -2.525 2.605 0.199 0.07 0.02 0.06
C -4.264 -0.180 3.804 0.01 0.10 0.21
C -0.229 3.462 -2.270 -0.09 -0.34 -0.02
C -2.949 0.288 4.034 0.01 -0.04 -0.01
C -0.822 1.511 -3.503 0.29 0.02 0.53
C 2.824 0.120 3.015 0.11 0.14 0.14
C 0.829 -2.550 1.512 -0.02 0.14 0.18
C -1.971 0.259 3.007 0.11 0.00 -0.16
C -3.632 -5.100 -1.273 -0.03 -0.06 -0.01
C -2.350 -0.266 1.722 -0.02 0.17 -0.28
C -2.503 -2.592 -0.905 0.27 -0.30 0.14
C -1.019 3.796 1.894 -0.05 0.18 0.15
C -0.231 2.035 -2.320 -0.05 -0.12 0.03
C 1.516 -4.304 -3.561 0.08 0.21 0.07
C 2.995 2.040 -2.017 -0.02 0.11 -0.06
B 2.328 2.201 1.565 0.10 0.08 0.05
H -5.480 -4.032 -1.545 0.10 -0.01 0.04
H -3.982 -0.979 0.558 -0.06 0.08 0.15
H 0.508 -4.431 -3.950 -0.09 0.04 -0.02
H 0.416 5.229 3.703 0.01 0.01 0.01
H 5.839 3.948 0.125 -0.02 -0.01 0.02
H 3.509 1.298 -3.938 0.00 0.03 0.02
H 2.367 2.644 -3.958 0.00 -0.05 0.05
H 4.502 4.437 1.174 0.02 -0.08 -0.06
H 3.263 1.657 4.466 0.02 -0.11 -0.06
H 2.347 -1.060 -4.348 -0.02 0.01 0.04
H -5.131 -6.564 -0.809 0.02 0.01 0.00
H 5.337 2.908 1.465 -0.03 0.04 -0.08
H 4.045 0.096 4.751 -0.01 0.01 -0.02
H -5.619 -0.963 2.369 0.05 0.00 -0.01
H -3.114 3.521 0.223 0.04 0.00 0.00
H 1.184 -2.041 -5.267 0.00 -0.02 0.05
H 2.976 2.842 2.340 -0.12 -0.13 -0.15
H 2.891 -2.517 -5.205 0.00 -0.01 0.03
H -0.610 -3.628 -0.714 -0.19 0.01 -0.04
H -4.488 -1.806 -1.253 0.12 -0.12 -0.02
H 1.516 -3.397 1.464 0.03 -0.02 0.13
H 4.901 3.125 -2.269 -0.12 -0.07 0.09
H -4.607 -6.578 -2.484 0.01 0.02 0.01
H -1.637 -5.853 -1.023 -0.08 0.07 0.02
H 0.087 -2.786 2.280 0.01 0.03 -0.06
H 2.134 -3.510 -0.423 0.00 0.02 0.01
H -2.372 2.327 -0.841 0.02 -0.02 -0.04
H 4.640 1.170 3.480 -0.05 -0.04 0.02
H 1.892 5.070 2.743 -0.06 -0.04 0.02
H 0.585 1.638 4.495 -0.03 -0.05 -0.02
H -3.297 0.831 6.099 0.05 -0.01 -0.08
H -1.736 4.509 2.280 0.11 -0.11 -0.07
H 1.815 1.022 -3.528 0.03 -0.01 0.01
H -4.988 -0.143 4.612 0.08 -0.01 -0.06
H -3.562 -7.257 -1.234 0.02 0.01 0.01
H 1.539 3.897 4.012 -0.05 0.05 -0.08
H 2.528 -5.454 -1.988 0.13 -0.02 0.03
H 0.322 -2.456 0.568 -0.06 0.06 -0.17
H 2.210 -4.779 -4.250 0.06 0.00 -0.04
H -0.993 1.711 6.421 -0.01 -0.05 -0.12
H -3.115 1.821 0.674 0.01 0.04 -0.01
H 0.782 -5.355 -1.784 -0.10 -0.03 0.03
H 2.609 -1.956 3.728 -0.05 0.14 -0.16
```
Positions in Å, forces in eV/Å.

Values from the calculation:
DFT total energy, eV: -148713.6390
Maximum force, hartree/bohr: 0.055
Kohn-Sham gap, eV: 6.3
Lowest unoccupied orbital energy, hartree: -0.2434
Net charge: +2
Energy relative to the best compared isomer or geometry (same formula, charge and spin), eV: 1.4226

3.
This record from OMol25 describes 12 unconnected molecules or ions with the total composition C48H88O16 in a non-equilibrium geometry. The level of theory is the ωB97M-V functional and the def2-TZVPD basis.

```
152
Properties=species:S:1:pos:R:3:forces:R:3
O -3.331 4.848 -1.831 -0.89 -0.08 0.39
O 5.932 -0.984 -0.345 0.67 -0.42 0.10
O -1.286 -4.475 -1.792 -0.70 0.06 0.71
O 1.075 1.753 -3.300 0.55 0.35 0.54
O 2.194 -1.383 4.199 -0.55 -0.50 -0.17
O -3.445 1.037 -0.433 0.51 0.17 0.69
O -3.177 3.667 4.651 -0.18 0.00 0.46
O -5.261 -3.362 4.813 -0.11 0.00 0.12
O 1.669 5.927 1.582 -0.07 0.48 -0.23
O 4.938 0.101 -1.984 -0.43 0.21 -0.69
O 3.268 -2.660 -3.982 0.14 0.14 0.58
O 2.140 3.042 -1.811 -0.93 0.09 1.84
O -3.148 -3.525 4.114 0.78 0.16 0.45
O 1.825 -5.683 0.282 0.72 -0.37 -0.85
O 2.906 0.534 3.370 0.25 0.35 0.23
O 0.338 0.544 1.505 -0.03 0.66 0.73
C 3.715 -1.921 -5.141 -0.08 -1.13 0.54
C -0.636 -0.901 -0.063 1.40 0.99 0.68
C 1.421 -1.442 -4.642 -0.08 -0.47 -0.36
C -3.016 4.925 -3.196 1.29 0.13 -0.78
C -4.214 4.317 3.912 0.31 0.47 1.02
C 2.044 -6.415 1.497 -0.07 0.58 0.45
C -4.544 -0.554 -1.717 0.09 -0.15 -0.39
C 3.047 4.162 -1.770 -0.15 -0.63 -0.81
C 1.246 -4.200 1.946 -0.63 -0.36 -0.40
C 5.630 -1.836 0.794 -1.24 0.53 -0.97
C -3.700 0.700 -1.784 0.34 0.07 0.08
C -2.212 4.373 -1.062 -0.45 -0.73 -0.41
C 2.466 -1.228 -5.716 0.91 0.39 -0.82
C -3.321 -2.485 1.983 -0.35 0.40 -0.05
C -4.461 -3.271 3.937 -0.01 -0.11 -0.91
C 0.928 -4.609 0.507 -0.41 0.33 0.86
C -1.839 3.960 -3.412 -0.69 0.92 0.47
C 0.126 0.218 -0.798 -0.42 -0.07 -0.86
C -4.660 -2.931 2.455 -1.58 -1.00 1.26
C -5.387 -0.359 -0.440 1.07 0.02 -0.72
C 4.224 -2.300 0.463 -0.29 -0.88 1.07
C -2.369 -3.202 2.960 0.10 -0.25 -0.89
C 4.825 -0.628 -1.047 0.42 0.28 0.51
C 1.862 -2.785 -4.075 0.32 1.04 0.04
C -2.587 2.693 3.835 0.23 -0.75 -0.84
C 0.469 1.250 0.293 -0.61 -0.10 -1.82
C 3.630 -1.122 -0.285 -0.34 -0.67 0.52
C 1.054 0.546 5.024 1.20 -0.71 -1.31
C -2.545 3.321 2.427 0.28 0.55 0.47
C 3.105 2.961 -3.879 0.60 0.14 -0.70
C -1.471 -5.313 -3.970 -0.94 -1.44 -0.44
C -2.023 -3.920 -3.937 -1.03 2.27 0.36
C -4.555 0.696 0.359 -1.61 -0.46 -0.11
C 3.671 5.016 2.378 0.97 0.55 0.07
C -1.560 -3.314 -2.582 0.89 -1.09 -0.51
C 2.789 3.856 1.956 -0.64 -0.73 0.63
C -0.759 -5.464 -2.663 2.61 1.15 0.26
C 3.045 6.264 1.748 -0.30 -0.91 -0.28
C 1.304 -5.576 2.547 -0.05 -1.26 0.67
C 0.133 -0.827 1.258 -0.20 -0.98 0.25
C 1.986 2.487 -2.993 -0.13 -0.15 -1.70
C -3.779 4.211 2.459 -1.43 0.64 -0.81
C 2.188 -0.032 4.139 -0.34 -0.05 -0.23
C -1.105 4.202 -2.100 1.17 -0.33 0.34
C 3.898 3.959 -3.041 0.34 0.21 0.28
C 1.442 4.509 1.630 0.45 0.74 -0.20
C 0.264 -0.714 5.347 -0.56 0.81 0.63
C 1.268 -1.832 5.227 1.05 0.29 -0.02
H -0.383 3.389 -1.998 -0.27 -0.09 0.77
H 2.780 3.414 -4.816 -0.52 -0.07 0.17
H 2.706 -1.435 -0.763 0.27 0.40 -0.76
H -5.404 -1.313 0.079 -0.64 0.08 0.14
H 3.217 3.236 1.167 -0.09 0.40 -0.35
H 0.993 -0.164 -1.340 0.12 -0.15 0.29
H 1.764 -5.627 3.536 -0.02 -0.03 -0.06
H -0.621 -2.764 -2.722 0.04 -0.04 -0.15
H 3.507 6.478 0.776 -0.07 -0.02 -0.11
H -1.642 3.934 2.385 -0.04 0.06 -0.14
H -4.274 5.345 4.281 0.38 0.04 -0.16
H -3.339 -1.402 2.111 0.74 -0.01 -0.29
H 1.468 1.057 5.889 -0.05 0.15 -0.05
H 2.262 -1.670 -6.693 -0.38 0.00 0.12
H -0.447 -1.209 2.103 0.04 0.00 0.00
H 2.439 5.066 -1.799 0.05 0.05 0.01
H 4.124 -2.693 -5.802 0.04 0.39 -0.35
H 0.699 4.391 2.419 -0.04 -0.44 -0.05
H -3.263 -2.791 0.940 0.82 0.36 -0.01
H 0.375 -1.533 -4.939 0.07 0.49 -0.33
H 4.695 4.902 2.012 -0.01 -0.10 0.10
H 2.705 -0.176 -5.885 -0.28 0.02 -0.04
H 0.600 1.217 4.297 -0.42 0.29 0.52
H -3.908 -1.438 -1.634 0.14 0.13 0.18
H 5.566 -1.191 1.670 0.54 -0.18 0.19
H 3.698 -2.600 1.371 -0.09 0.46 0.06
H -1.267 4.199 -4.306 0.07 -0.07 0.01
H -4.610 3.834 1.853 0.19 -0.39 0.03
H -0.539 -1.808 -0.655 -0.39 -0.26 0.49
H -2.735 0.510 -2.261 -0.03 0.20 -0.04
H 1.645 -3.611 -4.766 -0.46 -0.04 0.17
H 4.875 3.548 -2.792 0.01 0.13 0.06
H -3.132 1.736 3.816 -0.38 0.16 0.11
H -6.353 0.010 -0.774 -0.25 -0.11 0.63
H -0.265 2.045 0.110 -0.23 0.06 1.04
H -0.498 5.111 -2.035 -0.09 0.14 -0.71
H -2.305 -6.023 -3.972 0.04 0.07 -0.32
H 2.225 -3.730 1.993 -0.11 0.24 0.08
H 4.026 4.904 -3.565 0.16 -0.02 0.04
H -0.175 -0.649 6.342 -0.11 -0.21 -0.06
H 3.699 2.104 -4.202 0.01 -0.08 0.28
H 1.387 -2.891 -3.101 0.47 -0.63 0.14
H -3.649 5.212 2.043 0.46 -0.06 0.07
H 0.298 -5.193 -2.851 -0.04 0.13 0.03
H 1.568 -0.613 -3.949 -0.40 -0.32 0.44
H -0.853 -5.529 -4.840 0.12 0.01 0.13
H -1.478 -2.634 3.225 -0.32 0.33 0.38
H -2.020 5.079 -0.252 0.30 0.14 -0.21
H -0.545 -0.808 4.622 0.01 -0.26 0.02
H 3.749 5.144 3.458 -0.22 -0.17 0.03
H -4.183 1.561 -2.262 -0.16 -0.22 -0.19
H -2.200 -2.617 -2.046 -0.47 -0.40 -0.06
H 4.228 -3.228 -0.115 0.10 0.27 -0.47
H -2.622 5.930 -3.412 -0.26 0.08 -0.14
H -5.197 3.932 4.211 0.07 -0.62 -0.57
H 0.986 -3.769 -0.189 0.74 -0.36 -0.37
H -1.746 -3.211 -4.721 0.36 -0.45 -0.24
H 4.530 -1.273 -4.818 -0.17 0.15 0.00
H -0.614 -6.421 -2.165 -1.01 -0.12 0.02
H 1.962 -1.939 6.065 -0.71 -0.15 0.55
H -5.224 1.536 0.584 0.33 0.35 -0.24
H -1.639 -0.580 0.218 -0.27 -0.24 -0.72
H -0.513 0.602 -1.594 0.13 0.43 0.11
H 1.688 -7.445 1.429 -0.42 0.11 -0.22
H 0.471 -3.590 2.408 0.17 0.20 -0.05
H 0.809 -2.790 4.998 0.28 -0.03 -0.35
H -2.516 3.433 -0.588 0.08 -0.06 -0.14
H 1.079 -1.384 1.251 0.09 0.12 -0.15
H 3.382 -0.290 0.385 -0.04 -0.13 0.20
H -0.105 -4.961 0.403 -0.04 0.00 0.20
H -2.190 2.927 -3.455 0.09 -0.04 -0.04
H -3.847 4.730 -3.874 -0.36 -0.05 0.48
H -4.274 0.307 1.340 0.51 0.00 -0.15
H 1.429 1.754 0.169 0.25 -0.50 0.20
H 6.319 -2.670 0.847 0.39 0.31 0.15
H -5.523 -2.270 2.392 0.29 0.30 -0.24
H 0.307 -6.026 2.599 -0.13 0.40 0.33
H -5.094 -0.700 -2.648 -0.33 0.07 0.20
H -1.608 2.439 4.244 0.08 0.27 -0.04
H -1.955 -4.111 2.514 -0.35 -0.23 0.07
H 1.043 4.174 0.670 -0.14 -0.01 0.02
H 3.097 -6.534 1.770 0.21 0.51 -0.55
H -4.974 -3.862 1.969 0.04 -0.04 0.11
H -2.550 2.691 1.539 0.07 -0.47 0.34
H 3.135 7.167 2.348 -0.13 -0.05 0.16
H -3.114 -3.926 -3.985 0.00 -0.12 0.16
H 2.613 3.118 2.742 0.29 0.16 0.18
H 3.565 4.105 -0.817 0.18 0.03 -0.12
```
Positions in Å, forces in eV/Å.

Values from the calculation:
DFT total energy, eV: -83959.1635
Structure (SMILES): O=C1CCCO1.O=C1CCCO1.O=C1CCCO1.O=C1CCCO1.C1CCOC1.C1CCOC1.C1CCOC1.C1CCOC1.C1CCOC1.C1CCOC1.C1CCOC1.C1CCOC1
Maximum force, hartree/bohr: 0.056
Kohn-Sham gap, eV: 9.7
Lowest unoccupied orbital energy, hartree: 0.0163
Energy relative to the best compared isomer or geometry (same formula, charge and spin), eV: 0.0000

What is the formula in the second record? C41H43BCl5N10O2S2Ta